1.
The following is a quantum chemistry calculation of one molecule with the formula C18H16N2O6, from the OMol25 dataset.

Geometry (Å):
C -6.78490 -0.52585 0.53338
C -5.48149 -0.14325 -0.13498
O -5.31369 -0.15822 -1.32865
N -4.52493 0.22341 0.77971
C -3.21745 0.64466 0.56227
C -2.62397 0.65638 -0.70054
C -1.32487 1.09407 -0.84869
C -0.59227 1.52767 0.25596
C 0.79975 1.98834 0.14541
O 1.51504 2.26802 1.08024
O 1.23213 2.04068 -1.13051
C 2.58925 2.40292 -1.30287
C 3.57989 1.57988 -0.48038
O 4.66452 2.02610 -0.20217
C 3.13909 0.22826 -0.05328
C 3.62941 -0.26934 1.15578
C 3.19751 -1.48598 1.63778
C 2.27203 -2.26826 0.94797
C 1.82463 -3.56292 1.53398
C 1.80591 -1.76682 -0.27545
N 0.84215 -2.47263 -1.08347
O 0.26177 -1.83273 -1.93647
O 0.65777 -3.65298 -0.87691
C 2.23625 -0.53961 -0.77083
C -1.18208 1.50150 1.52054
C -2.47792 1.06565 1.67208
H -7.18194 0.31740 1.09502
H -7.50265 -0.81602 -0.22801
H -6.62865 -1.36023 1.21404
H -4.80830 0.22179 1.75064
H -3.18655 0.32154 -1.55539
H -0.86954 1.09208 -1.82539
H 2.80210 2.26306 -2.36665
H 2.74310 3.45673 -1.04293
H 4.33711 0.32870 1.70869
H 3.57821 -1.84671 2.58150
H 2.19702 -4.39496 0.93757
H 2.19256 -3.66424 2.55172
H 0.73909 -3.64269 1.53401
H 1.85193 -0.21857 -1.72729
H -0.60286 1.83162 2.36936
H -2.93146 1.05043 2.65357

Values from the calculation:
E_tot = -34189.216 eV
Maximum force = 1.33 eV Å⁻¹
Gap between HOMO and LUMO = 8.47 eV
SMILES string = CC(=O)Nc1ccc(C(=O)OCC(=O)c2ccc(C)c([N+](=O)[O-])c2)cc1
Spin multiplicity = 1
E_LUMO = -0.454 eV

natural (NBO) population analysis, charges in e, atoms 1 to 8:
1 C -0.71
2 C 0.69
3 O -0.58
4 N -0.61
5 C 0.18
6 C -0.22
7 C -0.14
8 C -0.22

2.
The following is a quantum chemistry calculation of a 11-piece molecular cluster, C4H31N2O11 overall, from the OMol25 dataset.

Geometry (Å):
O -1.40416 -2.84280 0.19928
C -0.77500 -2.12276 0.96020
N -0.27543 -2.51125 2.13284
C -0.65786 -0.58980 0.59727
N 0.02033 -0.62497 -0.75575
C -2.34235 1.37676 0.32913
C -2.09979 -0.14697 0.45786
H 0.32089 -1.89603 2.66464
H -0.24075 -3.47836 2.42068
H -0.06928 -0.12769 1.38189
H 0.63629 -1.45178 -0.73953
H 0.79527 0.07330 -0.76499
H -0.62743 -0.64395 -1.54175
H -3.19516 1.46795 -0.34438
H -1.49321 1.90186 -0.10666
H -2.63545 1.75102 1.30299
H -2.72161 -0.48271 1.29689
H -2.57767 -0.65807 -0.37408
H -1.12390 -0.35526 -5.02724
H -1.30304 -1.07474 -3.67719
O -0.96882 -0.25421 -4.09316
H -1.07219 2.80400 2.85313
H 0.39427 2.54456 2.71522
O -0.44070 2.09800 2.92538
H 2.51258 0.00710 -1.42762
H 3.20518 -1.32164 -1.63837
O 2.76239 -0.80345 -0.94299
H 1.71351 2.88385 1.10724
H 2.38862 4.13309 0.37203
O 1.61412 3.55758 0.41308
H 1.65508 2.32455 -0.86641
H 0.88430 1.98844 -2.24503
O 1.44503 1.62030 -1.52382
H -0.73954 1.37817 -3.56341
H -0.62946 2.94261 -4.07762
O -0.40436 2.28336 -3.43745
H -1.80136 -2.26642 -1.38617
H -2.81898 -2.49825 -2.55986
O -2.08401 -1.95028 -2.27662
H 1.18802 -4.24433 -0.57443
H 2.48126 -3.42746 0.04239
O 1.54057 -3.56554 0.01608
H 1.55514 0.61813 2.58288
H 2.96462 1.13330 2.01667
O 2.01745 1.06089 1.85104
H 0.20540 0.20302 4.30564
H 1.12140 -0.64617 4.92779
O 1.07980 -0.16697 4.07229

Values from the calculation:
E_tot = -30150.150 eV
Net charge = +1
Maximum force = 2.93 eV Å⁻¹
Gap between HOMO and LUMO = 11.04 eV
Spin multiplicity = 1
E_LUMO = -2.324 eV

natural (NBO) population analysis, charges in e, atoms 1 to 8:
1 O -0.67
2 C 0.70
3 N -0.78
4 C -0.13
5 N -0.75
6 C -0.61
7 C -0.43
8 H 0.41

3.
The following is a quantum chemistry calculation of a 3-piece molecular cluster, C8H10INO2 overall, from the OMol25 dataset.

Geometry (Å):
C -2.30233 -1.33186 -1.30446
C -1.15827 -1.99211 -0.73151
C -2.39515 -0.05319 -1.57106
C -1.08768 -3.22657 -0.32930
C 2.82156 3.23923 0.23517
C -1.34197 0.89301 -1.17197
C -0.53369 0.59933 -0.12392
C 0.46509 1.12006 2.05205
N 0.30650 0.49361 0.77200
O 3.43597 2.92769 1.15102
O 2.20240 3.55684 -0.66913
I 3.40843 -1.10430 -0.20440
H -3.10409 -1.98543 -1.58174
H -0.14834 -1.54990 -0.88363
H -3.28790 0.61458 -1.90192
H -0.25787 -3.52715 0.24196
H -1.33814 1.91051 -1.68406
H 1.34431 0.58288 2.72181
H 0.71564 2.22036 1.87748
H -0.45261 1.07085 2.67774
H 4.63639 -0.66437 0.63480
H -1.92828 -3.79407 -0.20696

Values from the calculation:
E_tot = -22137.363 eV
Expectation value of S² = 2.023
Maximum force = 11.03 eV Å⁻¹
Gap between HOMO and LUMO (alpha / beta) = 5.03 / 7.02 eV
Spin multiplicity = 3
E_LUMO (alpha / beta) = 0.355 / -1.970 eV

Mulliken population analysis, charges in e, atoms 1 to 8:
1 C -0.29
2 C 0.12
3 C -0.45
4 C -1.08
5 C 0.73
6 C -0.45
7 C 0.36
8 C -0.76

4.
The following is a quantum chemistry calculation of C23H31Br2HfN3OS3 as an isolated structure, from the OMol25 dataset.

Geometry (Å):
Hf 0.02847 -0.09994 0.18530
S -3.62324 -1.46128 2.70849
C -2.75244 -0.45810 3.77289
C -1.64118 0.08202 3.18575
C -1.45502 -0.31363 1.82821
C -2.48216 -1.16773 1.45691
C -2.67203 -1.65097 0.09388
C -3.78959 -2.37150 -0.32970
C -3.90778 -2.72303 -1.65773
C -2.91665 -2.34373 -2.55959
C -1.83614 -1.64390 -2.07571
N -1.69525 -1.31340 -0.78166
H -3.10607 -0.31647 4.78240
H -0.98704 0.76031 3.71606
H -4.55888 -2.63982 0.38087
H -4.77135 -3.27970 -1.99637
H -2.98214 -2.58796 -3.60959
H -1.04060 -1.32776 -2.73836
N 1.33451 -1.10557 -1.66754
C 1.52060 -2.54930 -1.98037
C 1.96560 -3.32292 -0.75048
C 0.91423 -3.37554 0.34442
N 0.77297 -2.07889 1.06759
H 1.12630 -0.61406 -2.53296
H 2.23544 -0.73168 -1.37026
H 2.24923 -2.65728 -2.78505
H 0.57154 -2.94779 -2.34192
H 2.90341 -2.91320 -0.36090
H 2.19005 -4.34739 -1.04906
H 1.16059 -4.15032 1.07058
H -0.06299 -3.62175 -0.07604
H 1.66972 -1.83722 1.50037
H 0.14604 -2.23588 1.85576
Br -3.31719 2.20358 0.09084
C -2.29547 3.52332 1.05004
Br -0.45783 3.01148 1.37779
H -2.77361 3.67983 2.00802
H -2.27723 4.42851 0.45783
O -0.22586 1.30522 -1.33838
S 0.01856 1.77013 -2.79595
C -1.49970 2.58825 -3.32429
C -1.01082 3.87581 -3.98120
C 0.01088 4.46194 -3.00810
C 0.95993 3.32014 -2.63612
H -2.05036 2.78339 -2.40221
H -2.07082 1.91749 -3.96266
H -1.85039 4.54086 -4.17521
H -0.54089 3.66046 -4.94408
H -0.49062 4.83151 -2.11224
H 0.56672 5.29046 -3.44227
H 1.32148 3.32797 -1.60680
H 1.81200 3.23513 -3.30963
S 2.26618 0.89777 0.67889
C 2.92336 0.36518 2.24896
C 4.30471 0.39684 2.41461
C 4.86366 -0.02314 3.61169
C 4.05612 -0.48154 4.64451
C 2.68087 -0.51010 4.47977
C 2.11249 -0.08267 3.28688
H 4.93929 0.74906 1.61271
H 5.93758 0.00824 3.73644
H 4.50143 -0.80596 5.57475
H 2.04363 -0.85110 5.28557
H 1.03373 -0.07267 3.19365

Values from the calculation:
E_tot = -204759.581 eV
Net charge = +2
Maximum force = 1.09 eV Å⁻¹
Gap between HOMO and LUMO = 7.22 eV
Spin multiplicity = 1
E_LUMO = -6.004 eV

natural (NBO) population analysis, charges in e, atoms 1 to 8:
1 Hf 2.11
2 S 0.52
3 C -0.38
4 C -0.26
5 C -0.63
6 C -0.29
7 C 0.23
8 C -0.23

5.
The following is a quantum chemistry calculation of a 2-piece molecular cluster, C4H15N2S2 overall, from the OMol25 dataset.

Geometry (Å):
C -3.42119 -0.22597 -1.07578
S -1.61030 -0.45864 -1.09708
S -1.18719 -1.15284 0.80693
C -1.31862 -2.95689 0.56269
H -3.92933 -1.18126 -1.01700
H -3.71792 0.47722 -0.30340
H -3.65648 0.25299 -2.02858
H -0.42068 -3.32557 0.07164
H -1.46012 -3.41857 1.53413
H -2.15203 -3.16112 -0.10440
C 2.39382 0.97646 0.75344
N 3.50370 0.15947 0.28017
C 1.53401 1.31006 -0.44477
N 0.25460 2.03710 -0.02387
H 2.74904 1.90224 1.21036
H 1.78325 0.47441 1.51529
H 4.26045 0.25503 0.94711
H 3.28845 -0.83044 0.33899
H 1.21201 0.42284 -0.98413
H 2.04562 1.95827 -1.15249
H 0.31501 3.03425 -0.23251
H -0.55439 1.58970 -0.51968
H 0.08829 1.86124 0.96295

Values from the calculation:
E_tot = -29035.891 eV
Net charge = +1
Maximum force = 0.90 eV Å⁻¹
Gap between HOMO and LUMO = 9.55 eV
Spin multiplicity = 1
E_LUMO = -3.105 eV

natural (NBO) population analysis, charges in e, atoms 1 to 8:
1 C -0.73
2 S 0.05
3 S 0.05
4 C -0.73
5 H 0.24
6 H 0.23
7 H 0.24
8 H 0.23

6.
The following is a quantum chemistry calculation of C13H33BiClIN3P3 as an isolated structure, from the OMol25 dataset.

Geometry (Å):
C 3.56873 1.91973 -1.12613
I 1.92943 -1.24966 2.41576
H 3.12078 2.46225 -1.96628
H 4.34776 1.22814 -1.47982
H 3.97105 2.60297 -0.35902
Bi 2.04444 0.64492 -0.02066
P 2.01180 -1.51806 -1.88593
C 2.66371 -3.12986 -1.32974
C 0.47121 -1.97498 -2.76460
H 0.73213 -2.60955 -3.62098
H 3.13235 -1.89822 -3.98835
H -0.02015 -1.05979 -3.11405
H 2.69742 -0.16467 -3.78098
H 1.96215 -3.60308 -0.63019
H -0.21327 -2.52518 -2.10797
C 3.09472 -1.05754 -3.28187
H 2.81347 -3.78880 -2.19796
H 4.10506 -0.83933 -2.91620
H 3.62518 -2.98260 -0.82307
P 0.68809 2.96714 0.90520
C 0.66808 3.33141 2.69539
C 1.53072 4.42817 0.19993
H -1.13286 3.09694 -0.67774
H -1.29069 4.32105 0.63938
H -1.73746 2.61086 0.92935
C -1.04577 3.27721 0.40013
H 1.44913 4.41222 -0.89419
H 1.03858 5.32379 0.60479
H 0.26429 4.34415 2.84669
H 1.68754 3.28059 3.09688
H 2.59105 4.42969 0.48027
H 0.04065 2.59943 3.21983
Cl 0.45950 1.42142 -2.08659
C -3.76449 -0.51000 1.17952
N -3.23992 -1.02723 -0.10060
C -3.05652 -2.48503 -0.00189
N -2.17686 -2.86608 1.12260
C -2.70393 -2.30623 2.38394
N -2.87950 -0.83789 2.31798
C -1.60975 -0.12603 2.26727
P -0.65403 -0.61995 0.72855
C -2.05005 -0.32806 -0.53635
C -0.80163 -2.50511 0.86951
H -4.74497 -0.97885 1.35830
H -3.86873 0.57862 1.10339
H -2.61560 -2.86505 -0.93612
H -4.03867 -2.95083 0.17241
H -2.01911 -2.54814 3.20950
H -3.69789 -2.75052 2.55507
H -1.78790 0.96000 2.26521
H -0.99429 -0.38075 3.13998
H -1.72592 -0.68915 -1.52192
H -2.23426 0.75251 -0.60965
H -0.17171 -2.84061 1.70637
H -0.43306 -2.97637 -0.05435

Values from the calculation:
E_tot = -72800.163 eV
Net charge = +2
Maximum force = 2.72 eV Å⁻¹
Gap between HOMO and LUMO (alpha / beta) = 4.45 / 5.55 eV
Spin multiplicity = 1
E_LUMO (alpha / beta) = -9.473 / -8.909 eV

natural (NBO) population analysis, charges in e, atoms 1 to 8:
1 C -0.95
2 I -0.22
3 H 0.26
4 H 0.24
5 H 0.24
6 Bi 1.22
7 P 0.98
8 C -0.95